{"formula": "C7H8ClNOS", "method": "wB97M-V/def2-TZVPD", "spin_multiplicity": 3, "orbital_gap_ev": [6.71, 7.91], "energy_ha": -1259.7299, "de_lowest_kcal_mol": 0.0, "mol_weight_g_mol": 189.67, "e_lumo_ev": [0.57, -1.36], "fmax_ev_per_a": 6.961, "charge": 0, "homo_energy_ev": [-6.14, -9.27], "elements": ["C", "C", "C", "C", "C", "C", "C", "N", "O", "S", "Cl", "H", "H", "H", "H", "H", "H", "H", "H"], "xyz": [[-0.356, 1.094, 0.948], [1.130, 0.885, 0.894], [-0.325, -1.257, 0.015], [0.922, -0.924, -0.802], [-1.141, 0.016, 0.202], [-0.456, 2.046, -1.138], [1.608, 0.239, -0.160], [-0.355, 2.337, 0.120], [0.051, 3.407, 0.613], [-1.466, 0.692, -1.486], [3.284, 0.398, -0.579], [-0.735, 1.318, 1.944], [1.718, 1.604, 1.443], [-0.926, -2.009, -0.496], [-0.035, -1.645, 0.994], [1.608, -1.776, -0.806], [0.670, -0.713, -1.843], [-2.106, -0.182, 0.669], [-0.335, 2.811, -1.885]], "mulliken_charge": [-0.285, -0.885, -0.865, -0.851, -0.162, -0.333, 0.497, 0.538, -0.601, -0.168, -0.216, 0.407, 0.449, 0.389, 0.365, 0.444, 0.367, 0.479, 0.431]}

---

{"formula": "C9H13NO", "method": "wB97M-V/def2-TZVPD", "smiles": "Cc1ccccc1.CC(N)=O", "orbital_gap_ev": 9.91, "energy_ha": -480.7431, "de_lowest_kcal_mol": 8.9, "mol_weight_g_mol": 151.21, "e_lumo_ev": 0.76, "fmax_ev_per_a": 2.917, "charge": 0, "homo_energy_ev": -9.15, "elements": ["C", "C", "C", "C", "C", "C", "C", "H", "H", "H", "H", "H", "H", "H", "H", "C", "C", "O", "N", "H", "H", "H", "H", "H"], "xyz": [[-0.404, 2.981, -2.300], [1.057, -0.285, -0.750], [1.532, 0.261, 0.427], [0.424, 0.621, -1.649], [0.316, 1.964, -1.436], [1.447, 1.623, 0.688], [0.848, 2.462, -0.203], [1.095, -1.336, -1.033], [1.951, -0.385, 1.200], [0.152, 0.173, -2.598], [1.870, 2.035, 1.598], [0.128, 3.172, -3.262], [-0.552, 3.995, -1.927], [0.735, 3.532, -0.062], [-1.399, 2.554, -2.507], [-1.645, -1.708, 1.700], [-0.671, -2.798, 1.989], [0.012, -2.850, 2.988], [-0.520, -3.775, 1.022], [-1.013, -0.814, 1.584], [-2.256, -1.462, 2.556], [0.263, -4.403, 0.968], [-1.131, -3.765, 0.225], [-2.238, -1.788, 0.783]], "mulliken_charge": [-1.249, -0.619, -0.329, -0.143, 0.573, -0.661, -0.260, 0.410, 0.376, 0.345, 0.358, 0.272, 0.340, 0.291, 0.285, -0.687, 0.629, -0.613, -0.405, 0.091, 0.303, 0.210, 0.188, 0.292]}